Record 1
A structure of composition C9H15F2N2O3PSSi2 at a distorted geometry. Source: the OMol25 dataset; level of theory: ωB97M-V with the def2-TZVPD basis set.

Element x y z (Å)
C  -2.35795  0.20667  2.89345
C  -0.93909  0.63188  2.61139
F  -0.12769  0.25440  3.70922
Si  -0.15319  -0.22290  1.10663
O  0.60918  -1.59821  1.63277
Si  2.23046  -1.78834  1.61721
P  2.61364  -3.98711  1.17700
S  0.93248  -4.93960  0.83627
C  -1.54459  -0.76003  -0.10353
O  -2.28347  0.02982  -0.62354
N  -1.71142  -2.20171  -0.31881
C  -2.99176  -2.66373  -0.10115
O  -3.59634  -2.60936  0.91753
F  -3.50899  -3.23866  -1.19919
H  -3.02508  0.54525  2.10790
H  -2.68523  0.63151  3.83776
H  -2.40587  -0.87550  2.97233
H  -0.84858  1.71345  2.52986
H  0.80651  0.63732  0.41727
H  2.91996  -0.95515  0.61200
H  2.80104  -1.48526  2.94439
H  3.49337  -4.04476  0.08327
H  3.34021  -4.53285  2.24619
H  -1.32014  -2.52579  -1.19456
N  0.72345  2.32429  -1.39026
C  1.24844  1.70895  -2.44497
C  1.41429  2.30938  -3.68305
C  1.00841  3.62518  -3.83349
C  0.45793  4.28090  -2.74441
C  0.33886  3.58833  -1.54950
H  1.55254  0.67799  -2.28602
H  1.84956  1.75885  -4.50528
H  1.11893  4.13088  -4.78365
H  0.12625  5.30712  -2.81710
H  -0.08615  4.06676  -0.67395

Forces on atoms 1 to 6 (eV/Å):
0.21 0.00 0.23
0.07 -0.22 -0.09
0.02 0.10 -0.06
-0.12 -0.23 0.27
0.15 0.47 -0.42
0.36 -0.14 0.61

As for the total charge: 0. The calculation puts the HOMO energy at -0.3111 hartree. For the frontier orbital gap, the calculation gives 8.49 eV.

=====

Record 2
A structure of composition C15H26BF2NRhS2Si2Te at a distorted geometry. Source: the OMol25 dataset; level of theory: ωB97M-V with the def2-TZVPD basis set.

Element x y z (Å)
Rh  -0.72730  -1.46096  -1.49915
S  -2.43967  -1.90532  -3.13618
C  -3.30731  -1.67964  -1.67857
N  -2.64356  -1.19048  -0.64865
C  -3.36224  -1.27245  0.52678
C  -2.93488  -0.87141  1.79170
C  -3.78663  -1.04875  2.86128
C  -5.05854  -1.60335  2.68755
C  -5.50574  -1.97710  1.43523
C  -4.64897  -1.80593  0.35583
S  -4.90670  -2.23985  -1.31130
H  -1.94917  -0.44005  1.91459
H  -3.46556  -0.76112  3.85312
H  -5.69574  -1.74510  3.54938
H  -6.48537  -2.41294  1.29216
F  1.39007  -3.36438  -1.65415
B  0.13242  -3.36749  -1.17342
F  -0.22848  -4.52359  -0.68567
C  -0.44144  2.74257  0.03746
Si  0.02486  2.63971  -1.78730
C  0.27102  4.35845  -2.50765
C  -1.33704  1.71921  -2.70687
C  1.70048  1.73443  -2.04077
Te  1.69264  -0.36109  -1.63872
C  1.69830  -0.11203  0.49541
Si  3.38154  -0.64833  1.28752
C  4.75728  0.01957  0.18586
C  3.54869  0.14795  2.98207
C  3.29474  -2.52334  1.39278
H  -1.27859  3.43739  0.13691
H  0.37125  3.12609  0.65739
H  -0.76495  1.78148  0.44382
H  -0.64010  4.94763  -2.38142
H  0.50173  4.31968  -3.57333
H  1.08244  4.88999  -2.00757
H  -2.31977  2.10089  -2.42379
H  -1.33420  0.64819  -2.48267
H  -1.23933  1.82143  -3.78914
H  2.48206  2.15925  -1.41011
H  2.01506  1.83588  -3.08030
H  0.88569  -0.71205  0.90974
H  1.48087  0.93991  0.66957
H  4.70891  1.10973  0.12509
H  4.70277  -0.38154  -0.82652
H  5.74023  -0.23689  0.58477
H  3.51718  1.23737  2.92797
H  4.51697  -0.13042  3.40505
H  2.77931  -0.17968  3.68313
H  2.87135  -2.95371  0.48433
H  2.67324  -2.83707  2.23439
H  4.28016  -2.97071  1.53237

Forces on atoms 1 to 6 (eV/Å):
-1.26 0.10 0.57
1.32 0.01 0.65
-1.09 -0.39 0.50
0.52 -0.55 -1.21
-0.26 -0.16 0.63
0.11 -0.03 -0.20

As for the energy above the lowest of the compared OMol25 structures with the same formula, charge and spin: 1.3535 eV. As for the total charge: +1. The calculation puts the HOMO energy (alpha / beta) at -0.4275 / -0.4273 hartree. For the frontier orbital gap (alpha / beta), the calculation gives 6.25 / 6.24 eV.

=====

Record 3
The ion C5H13N2 with charge +1 at a distorted geometry. Source: the OMol25 dataset; level of theory: ωB97M-V with the def2-TZVPD basis set.

Element x y z (Å)
C  -2.02750  0.69596  -0.04518
C  -1.65553  -0.32068  1.04618
C  -0.55487  -0.11218  0.00817
C  1.35540  1.45383  -0.45514
C  0.82286  0.29917  0.42468
N  -0.36781  -1.29159  -0.89821
N  1.65517  -1.01100  0.38536
H  -2.61168  0.38462  -0.87309
H  -1.83194  1.83600  -0.00890
H  -1.37271  -0.03659  2.04568
H  -2.13665  -1.37892  0.87962
H  0.63521  2.25149  -0.58690
H  1.61465  1.22310  -1.60793
H  2.22280  1.83942  -0.01034
H  0.65625  0.66797  1.39567
H  -0.30186  -1.05664  -1.88128
H  -1.24944  -1.80076  -0.85122
H  1.58619  -1.28877  1.38038
H  2.60027  -0.91228  0.07188
H  0.96120  -1.44215  -0.41942

Forces on atoms 1 to 6 (eV/Å):
4.52 1.01 0.91
-0.25 -1.67 -2.17
-2.95 -1.46 -0.88
0.13 -1.42 -2.78
-0.08 1.51 -2.26
-1.59 0.80 -0.43

As for the energy above the lowest of the compared OMol25 structures with the same formula, charge and spin: 3.4395 eV. As for the total charge: +1. The calculation puts the HOMO energy at -0.5020 hartree. As for the structure (SMILES): C[C@H]([NH3+])C1(N)CC1. For the frontier orbital gap, the calculation gives 10.70 eV.

=====

Record 4
An isolated molecule of C4H5N3S at a distorted geometry. Source: the OMol25 dataset; level of theory: ωB97M-V with the def2-TZVPD basis set.

Element x y z (Å)
C  0.48080  2.04655  -0.93517
C  0.14162  -0.20087  0.02137
C  -1.37963  -1.36815  0.90208
C  -0.06119  -2.17723  0.78961
H  0.84296  2.84568  -0.23410
H  -0.63547  2.06406  -0.83494
H  0.76491  2.31117  -1.98769
H  1.85526  0.45466  -0.58867
H  0.10694  -3.18422  1.24744
N  0.90478  0.70492  -0.59195
N  -1.10537  -0.13909  0.34926
N  0.83055  -1.45253  0.24687
S  -2.74616  -1.90495  1.61588

Forces on atoms 1 to 6 (eV/Å):
-1.06 0.92 -0.07
1.00 -0.43 -0.98
0.12 -0.59 0.32
-0.63 -0.12 0.83
0.02 -0.88 -0.57
0.98 -0.03 -0.30

As for the energy above the lowest of the compared OMol25 structures with the same formula, charge and spin: 1.1053 eV. As for the total charge: 0. The calculation puts the HOMO energy at -0.3219 hartree. As for the structure (SMILES): CNC1=NC(=S)C=N1. For the frontier orbital gap, the calculation gives 7.55 eV.

=====

no.,energy (Ha)
1,-2205.5041
2,-2620.3598
3,-307.4952
4,-717.8530